C20H42BBr2F4InN4O16 as an isolated structure in a non-equilibrium geometry. Source: OMol25; level of theory: ωB97M-V/def2-TZVPD.

Each line ends with the Löwdin charge.
Cartesian coordinates (Å):
In -7.03383 8.51019 0.95921  1.20
N -4.33880 6.56793 3.63903  -0.63
O -4.56220 5.37713 3.77042  0.18
O -5.11970 7.27061 3.09340  0.10
O -3.24678 6.96562 3.97023  0.17
N -8.36828 4.95753 2.69680  -0.58
O -9.48211 4.56480 2.99215  0.18
O -8.21194 6.15633 2.65832  0.08
O -7.40300 4.16456 2.53744  0.15
B -8.49100 9.54469 3.77079  -1.37
F -9.62500 8.81592 3.40728  0.12
F -8.50834 10.23197 4.99419  0.10
F -7.34079 8.72864 3.79680  0.05
F -8.13449 10.38991 2.68836  0.00
C -11.82679 4.92297 6.56943  -0.10
O -11.48602 6.29383 6.47260  -0.21
C -12.43264 7.35286 6.87728  -0.18
C -11.95667 8.67159 6.43001  -0.21
N -12.01182 8.80013 4.96762  0.05
C -12.28958 10.24011 4.57654  -0.15
C -12.66419 10.25146 3.12114  -0.27
O -11.64785 9.81909 2.26942  -0.18
C -11.71155 10.41535 0.97092  -0.10
H -12.53155 4.63627 7.34996  0.08
H -10.91170 4.33470 6.63762  0.09
H -12.30304 4.50889 5.68071  0.08
H -12.58885 7.25094 7.95120  0.13
H -13.42806 7.21535 6.45498  0.12
H -10.95888 8.84552 6.83282  0.10
H -12.69118 9.31701 6.91170  0.13
H -11.10336 8.57870 4.58582  0.08
H -11.36441 10.80340 4.45462  0.12
H -13.15041 10.73369 5.02759  0.13
H -12.95751 11.29415 2.99927  0.10
H -13.50657 9.56103 3.07860  0.13
H -11.20957 9.88312 0.16293  0.08
H -11.29306 11.42129 1.00334  -0.01
H -12.75175 10.44645 0.64669  0.09
C -7.52116 8.29512 -3.31581  -0.06
O -6.56390 8.54401 -2.23865  -0.28
C -5.21017 8.23785 -2.66883  -0.21
C -4.21416 9.10892 -1.83241  -0.24
N -4.45539 9.00026 -0.43013  -0.10
C -3.87438 10.23114 0.13275  -0.18
C -3.68664 10.03557 1.68839  -0.13
O -5.03146 10.16876 2.30047  -0.31
C -5.42625 11.43764 2.87092  -0.06
H -7.75756 7.23106 -3.31641  0.09
H -6.99901 8.35193 -4.27092  0.08
H -8.34059 9.00790 -3.22318  0.09
H -4.95908 8.61776 -3.65915  0.11
H -4.84555 7.21634 -2.77691  0.12
H -4.42709 10.05873 -2.32293  0.13
H -3.19802 8.83592 -2.11707  0.13
H -3.81844 8.23274 -0.27106  0.12
H -4.56816 11.05054 -0.05524  0.13
H -2.86871 10.45419 -0.22361  0.12
H -3.02357 10.68941 2.25489  0.12
H -3.26011 9.05537 1.90140  0.10
H -4.59405 11.95082 3.35279  0.09
H -6.24772 11.29525 3.57306  0.07
H -5.80251 12.04799 2.04994  0.09
Br -11.56927 13.85097 1.68414  0.69
C -9.88426 13.33160 2.55255  -0.64
C -9.76740 14.14535 3.80587  -0.77
Br -8.52515 13.47305 5.04340  0.80
H -9.17801 13.64674 1.78444  0.06
H -9.75361 12.30565 2.89671  0.04
H -10.70928 14.07549 4.35000  0.04
H -9.63706 15.21261 3.62685  0.07
C -8.50629 6.81329 6.23375  -0.14
C -7.05166 6.40928 6.09670  -0.10
O -6.97206 5.47208 7.14724  0.09
C -7.99879 5.53155 7.97234  -0.57
O -8.15490 4.84982 8.96882  0.13
O -8.83822 6.47325 7.53689  0.06
H -9.24151 6.34041 5.58263  0.12
H -8.68405 7.88347 6.12783  0.12
H -6.30462 7.20152 6.14566  0.14
H -6.86316 5.98111 5.11220  0.10
C -7.95683 11.16130 8.03505  -0.07
C -9.44887 10.90447 8.28130  -0.09
O -9.95001 12.18879 8.73406  0.07
C -8.93552 13.00095 8.91375  -0.63
O -9.08036 14.10699 9.34592  0.14
O -7.69037 12.42051 8.81403  0.04
H -7.82761 11.41168 6.98209  0.06
H -7.30357 10.34024 8.33039  0.13
H -9.60471 10.16286 9.06476  0.13
H -10.05160 10.60840 7.42272  0.10

Summary:
* orbital gap: 0.076 Ha
* strongest force on any atom: 3.82 eV/A
* charge: 0



A 2-piece molecular cluster, C15H22FIN2O2 overall in a non-equilibrium geometry. Source: OMol25; level of theory: ωB97M-V/def2-TZVPD.

Each line ends with the Löwdin charge.
Cartesian coordinates (Å):
O -2.28637 -3.09779 1.48360  0.03
O 1.30106 -3.04060 -1.27495  0.04
F 3.29726 2.03844 -0.62430  0.06
I 0.59887 7.76268 -1.58083  0.69
C -2.71908 -2.77465 0.38597  -0.54
C 0.39926 -2.97560 -0.44339  -0.47
C 1.38558 3.33616 -1.21079  -0.01
C 3.47157 4.41366 -0.64505  -0.01
C 0.79235 4.58743 -1.41825  -0.14
C 2.88327 5.66665 -0.85492  -0.14
C 2.72500 3.24620 -0.82295  -0.26
C 1.54148 5.75620 -1.24183  -0.60
N 0.20433 -3.92468 0.48053  0.04
N -1.99763 -2.14635 -0.54520  0.12
C -4.15376 -3.07630 0.02566  0.01
C 1.01770 -5.12726 0.65833  -0.05
C -1.03730 1.60567 1.50544  -0.10
C 1.20882 -0.37197 0.68516  -0.04
C -1.14973 0.54655 0.40038  -0.22
C -0.29042 -0.72301 0.62630  -0.32
C -0.56600 -1.77384 -0.48510  -0.17
H 0.81428 2.42575 -1.35327  0.10
H 4.51177 4.33840 -0.34431  0.12
H -0.24874 4.65655 -1.71992  0.10
H 3.46554 6.57341 -0.71849  0.10
H -0.58365 -3.78972 1.10637  0.10
H -2.47290 -1.94103 -1.40876  0.15
H -4.18172 -3.66631 -0.88800  0.08
H -4.69661 -2.14354 -0.11475  0.08
H -4.60903 -3.64274 0.83696  0.09
H 1.53623 -5.08520 1.61742  0.08
H 0.37661 -6.00929 0.63871  0.08
H 1.75839 -5.21281 -0.13933  0.08
H -1.21384 1.14926 2.47983  0.08
H -0.05363 2.07390 1.49190  0.06
H -1.78640 2.38041 1.33886  0.07
H 1.53859 0.02375 -0.27546  0.08
H 1.80109 -1.25608 0.92273  0.08
H 1.40610 0.36042 1.46648  0.08
H -2.20081 0.26333 0.35004  0.10
H -0.88368 1.00112 -0.55383  0.10
H -0.56343 -1.15110 1.59150  0.13
H -0.34044 -1.27603 -1.42850  0.15

Summary:
* orbital gap: 0.339 Ha
* strongest force on any atom: 2.04 eV/A
* structure (SMILES): CC[C@H](C)[C@H](NC(C)=O)C(=O)NC.Fc1ccc(I)cc1
* charge: 0



A single C5H12N2 molecule in a non-equilibrium geometry. Source: OMol25; level of theory: ωB97M-V/def2-TZVPD.

Each line ends with the Löwdin charge.
Cartesian coordinates (Å):
C -0.25264 0.57278 2.04871  -0.29
C -1.15504 0.99094 0.93024  -0.23
C -1.35810 0.09484 -0.33488  -0.20
N 1.50327 -1.34043 -2.48850  0.04
C 0.34779 -1.12203 -1.72355  -0.23
C -0.08563 0.00096 -1.14584  -0.17
N 1.16013 0.51150 1.61944  -0.02
H -0.50463 -0.36831 2.55024  0.10
H -0.21463 1.39669 2.77909  0.11
H -0.70566 1.87240 0.43159  0.11
H -2.15879 1.29696 1.28941  0.11
H -1.62102 -0.87378 0.08522  0.11
H -2.07988 0.57715 -0.97696  0.10
H 1.53065 -2.14237 -3.07712  0.07
H 2.15145 -0.61851 -2.25793  0.08
H -0.09975 -2.06457 -1.40994  0.11
H 0.38754 0.97106 -1.31801  0.11
H 1.76720 0.07059 2.29806  0.06
H 1.38774 0.17413 0.70073  0.03

Summary:
* orbital gap: 0.334 Ha
* strongest force on any atom: 2.65 eV/A
* structure (SMILES): N/C=C/CCCN
* ΔE to the lowest compared entry with this formula, charge and spin: 162.1 kJ/mol
* charge: 0



A 3-piece molecular cluster, C4H15NO2 overall in a non-equilibrium geometry. Source: OMol25; level of theory: ωB97M-V/def2-TZVPD.

Each line ends with the Löwdin charge.
Cartesian coordinates (Å):
C -1.50669 -0.63195 -0.80940  -0.11
C -1.50732 0.15193 0.52564  -0.25
C -0.12593 -0.03889 1.09656  -0.36
N 0.76394 0.85520 0.46267  -0.16
C 2.10683 0.79984 1.12141  -0.12
H -1.71898 -1.61740 -0.58288  0.04
H -2.03264 -0.12730 -1.63298  0.06
H -0.51246 -0.56318 -1.34157  0.08
H -1.94298 1.23178 0.42377  0.13
H -2.18673 -0.34860 1.33195  0.12
H -0.18775 0.03367 2.24955  0.14
H 0.34720 -1.08354 0.98395  0.10
H 1.02867 0.60768 -0.61217  0.17
H 2.21128 1.68581 1.79902  0.08
H 2.19576 -0.10096 1.73932  0.08
H 2.82454 1.05782 0.40442  0.05
H -1.77883 1.97953 -1.74637  0.01
H -0.55278 2.49130 -0.94146  0.06
O -1.10704 2.69084 -1.79985  -0.12
H 0.92108 -2.77606 0.30852  0.01
H 0.98503 -4.29034 -0.08439  0.02
O 1.26337 -3.42236 -0.34298  -0.06

Summary:
* orbital gap: 0.364 Ha
* strongest force on any atom: 4.34 eV/A
* structure (SMILES): CCCNC.O.O
* ΔE to the lowest compared entry with this formula, charge and spin: 263.3 kJ/mol
* charge: 0



A 2-piece molecular cluster, C4H14N2O overall in a non-equilibrium geometry. Source: OMol25; level of theory: ωB97M-V/def2-TZVPD.

Each line ends with the Löwdin charge.
Cartesian coordinates (Å):
C -1.21559 0.29479 1.43763  -0.29
C -0.47444 -1.00725 1.21002  -0.20
C 0.66076 -0.92767 0.17179  -0.26
C 0.88898 -1.27558 -2.31255  -0.13
N 0.10432 -0.87354 -1.16038  -0.13
N -0.36179 1.37475 1.91256  0.00
H -1.54828 0.55803 0.41966  0.09
H -2.12344 0.15596 2.02273  0.11
H -1.17850 -1.69782 0.74087  0.11
H -0.08490 -1.45757 2.12443  0.11
H 1.35839 -0.09269 0.34984  0.11
H 1.28927 -1.81696 0.27831  0.11
H 0.73570 -2.32823 -2.54686  0.07
H 1.97471 -1.16335 -2.18364  0.08
H 0.54549 -0.69472 -3.16041  0.08
H -0.33458 0.01717 -1.32725  0.07
H -0.75648 2.10151 2.47445  0.07
H 0.57364 1.11988 2.16704  0.06
H -0.01127 2.07441 -0.25625  -0.01
H -0.25858 3.23709 -1.22083  0.04
O 0.21659 2.40179 -1.14118  -0.07

Summary:
* orbital gap: 0.339 Ha
* strongest force on any atom: 1.04 eV/A
* structure (SMILES): CNCCCN.O
* ΔE to the lowest compared entry with this formula, charge and spin: 127.6 kJ/mol
* charge: 0



A 19-piece molecular cluster, C41H116N4O19 overall in a non-equilibrium geometry. Source: OMol25; level of theory: ωB97M-V/def2-TZVPD.

Each line ends with the Löwdin charge.
Cartesian coordinates (Å):
C -23.82359 -23.41886 0.98373  -0.16
O -23.51919 -24.50666 1.85857  -0.13
H -23.88561 -23.81488 -0.02989  0.07
H -24.77582 -22.94944 1.23069  0.08
H -23.07170 -22.63047 1.01857  0.07
H -22.70986 -24.97744 1.64655  0.07
C -8.29454 -26.11499 2.43382  -0.17
O -8.83725 -27.34837 2.90222  -0.12
H -7.40442 -26.32404 1.84046  0.08
H -9.01104 -25.45717 1.94189  0.08
H -7.98296 -25.49380 3.27355  0.07
H -8.09164 -27.80765 3.29557  0.07
C -16.15037 -10.68873 -4.94197  -0.17
O -17.56929 -10.62016 -4.78803  -0.12
H -15.87734 -11.28464 -5.81287  0.08
H -15.67154 -9.72281 -5.10269  0.07
H -15.62284 -11.09970 -4.08121  0.07
H -17.81531 -10.23640 -3.94317  0.07
C -20.18006 -14.48211 -7.60757  -0.16
O -19.45169 -13.47817 -8.31547  -0.13
H -20.16643 -15.46702 -8.07434  0.08
H -19.68552 -14.60720 -6.64431  0.07
H -21.20807 -14.20153 -7.37826  0.07
H -19.22694 -12.75239 -7.72867  0.07
C -24.01773 -17.86081 -2.24493  -0.18
O -24.10597 -16.72388 -3.08737  -0.12
H -23.47704 -17.59823 -1.33563  0.08
H -25.00242 -18.25101 -1.98761  0.08
H -23.41390 -18.64265 -2.70559  0.07
H -24.37477 -17.18629 -3.88456  0.07
O -10.42473 -25.43715 -3.54819  -0.05
H -9.73386 -24.80855 -3.33890  0.03
H -10.51635 -25.38513 -4.49957  0.02
O -17.29013 -28.20533 -3.93759  -0.05
H -17.13360 -27.29048 -3.70356  0.03
H -17.16890 -28.68655 -3.11908  0.03
O -10.78876 -20.82654 -10.68894  -0.06
H -11.62841 -20.49779 -11.01008  0.03
H -10.17585 -20.10685 -10.83938  0.03
O -12.15875 -15.20311 -9.00038  -0.05
H -12.47875 -14.84239 -9.82725  0.03
H -12.87020 -15.76437 -8.69209  0.03
O -19.42959 -27.16618 1.06452  -0.05
H -18.53935 -26.83478 0.94669  0.03
H -19.35373 -28.11087 0.93018  0.03
O -15.24402 -19.82426 -12.02454  -0.05
H -15.71732 -20.48057 -11.51320  0.03
H -15.67682 -18.99717 -11.81281  0.03
O -10.13846 -25.39352 -7.98966  -0.05
H -10.15183 -24.44960 -8.14805  0.03
H -10.72636 -25.75637 -8.65218  0.03
O -14.37133 -28.82641 0.40861  -0.06
H -13.68632 -28.62543 -0.22904  0.03
H -14.02391 -29.56442 0.90948  0.03
O -17.97437 -23.25195 -11.21207  -0.05
H -18.70739 -23.06183 -11.79753  0.03
H -18.35253 -23.79958 -10.52407  0.03
O -13.84154 -27.28669 -10.93678  -0.05
H -14.31566 -26.45518 -10.94162  0.03
H -14.50919 -27.94246 -10.73562  0.03
C -11.08047 -22.22739 7.95946  -0.04
C -12.36760 -22.60587 8.79499  -0.44
C -13.22873 -21.33464 8.99437  -0.15
C -14.58452 -21.73558 9.57280  -0.22
C -15.32486 -22.61679 8.63570  -0.14
C -14.54763 -23.95637 8.36512  -0.48
N -13.06231 -23.74611 8.13129  -0.11
O -12.30476 -24.92063 7.96296  0.00
C -14.90017 -24.89968 9.51851  -0.04
C -15.11826 -24.52326 7.06147  -0.05
C -11.89110 -22.99758 10.29206  -0.03
H -10.70574 -21.26357 8.30403  0.07
H -11.32215 -22.01990 6.91704  0.07
H -10.24620 -22.92854 7.98160  0.07
H -12.81534 -20.52035 9.58945  0.12
H -13.39991 -20.92837 7.99750  0.11
H -15.13076 -20.86860 9.94436  0.11
H -14.43409 -22.13259 10.57672  0.11
H -15.43467 -22.07724 7.69499  0.12
H -16.29250 -22.87342 9.06689  0.12
H -15.97026 -24.95991 9.71693  0.08
H -14.50577 -25.84672 9.15020  0.08
H -14.42752 -24.67675 10.47507  0.07
H -14.61194 -25.43500 6.74450  0.08
H -16.19831 -24.56170 6.91967  0.09
H -14.85192 -23.80916 6.28223  0.08
H -11.54458 -22.20032 10.94962  0.08
H -11.13090 -23.75937 10.11919  0.07
H -12.62684 -23.53709 10.88848  0.05
H -12.24292 -24.87475 7.00606  0.10
C -14.26064 -21.23981 -0.04929  -0.05
C -15.30448 -20.64868 -1.04109  -0.46
C -15.05589 -19.04545 -1.08792  -0.09
C -15.93026 -18.44149 -2.20093  -0.19
C -15.57767 -19.08358 -3.51111  -0.19
C -15.67731 -20.56916 -3.56651  -0.49
N -15.12059 -21.21682 -2.35112  -0.15
O -15.13219 -22.58837 -2.36755  0.00
C -17.18281 -20.87857 -3.76704  -0.02
C -14.86978 -20.98462 -4.81276  -0.04
C -16.76059 -20.95199 -0.49519  -0.03
H -14.28340 -22.32957 -0.04841  0.07
H -14.27341 -20.81480 0.95435  0.08
H -13.20140 -21.18806 -0.30113  0.08
H -15.05125 -18.58515 -0.09989  0.11
H -14.00815 -19.02287 -1.38763  0.11
H -15.73458 -17.37335 -2.29522  0.11
H -16.99839 -18.31374 -2.02524  0.11
H -14.55321 -18.79530 -3.74666  0.12
H -16.13553 -18.57495 -4.29736  0.13
H -17.50722 -20.56388 -4.75892  0.08
H -17.26439 -21.96309 -3.83959  0.08
H -17.85577 -20.52948 -2.98387  0.07
H -15.19820 -20.35991 -5.64341  0.08
H -13.79203 -21.13190 -4.74304  0.09
H -15.12720 -21.95981 -5.22610  0.07
H -16.84491 -20.79511 0.58016  0.07
H -16.88797 -22.03382 -0.53420  0.08
H -17.59893 -20.39704 -0.91627  0.06
H -14.20496 -22.79753 -2.50206  0.11
C -18.32617 -14.68883 6.41063  -0.03
C -19.83650 -14.61705 6.00079  -0.48
C -20.58037 -15.79807 6.74804  -0.15
C -20.85463 -15.60718 8.22289  -0.19
C -21.70511 -14.37081 8.36308  -0.14
C -21.09013 -13.10210 7.62409  -0.45
N -20.54235 -13.36488 6.25143  -0.14
O -20.02654 -12.28297 5.53241  0.01
C -22.30242 -12.11845 7.52378  -0.04
C -19.97420 -12.52280 8.51398  -0.04
C -19.95215 -14.94422 4.46603  -0.04
H -17.85515 -15.61093 6.07010  0.08
H -18.23101 -14.55369 7.48803  0.06
H -17.80240 -13.85123 5.94998  0.07
H -21.43269 -16.08571 6.13249  0.11
H -19.90263 -16.64330 6.62818  0.11
H -19.93361 -15.36218 8.75186  0.10
H -21.42800 -16.50634 8.44839  0.12
H -21.83998 -14.17775 9.42733  0.12
H -22.65709 -14.59749 7.88304  0.12
H -22.93007 -12.57408 6.75792  0.08
H -22.93244 -12.03493 8.40932  0.08
H -22.04655 -11.11742 7.17654  0.08
H -19.42711 -11.71161 8.03359  0.08
H -20.46845 -12.09310 9.38529  0.08
H -19.27063 -13.19939 8.99907  0.07
H -21.02058 -15.03328 4.26948  0.08
H -19.49193 -15.90447 4.23321  0.08
H -19.56261 -14.21285 3.75789  0.07
H -19.16886 -12.28498 5.96366  0.07
C -6.15334 -13.24135 1.73417  -0.02
C -6.88321 -12.30243 2.75383  -0.50
C -7.94251 -11.53181 1.95998  -0.19
C -9.13579 -12.33293 1.51592  -0.16
C -9.68495 -13.00710 2.84947  -0.12
C -8.69609 -13.82470 3.80364  -0.44
N -7.38973 -13.01974 3.95161  -0.14
O -6.44190 -13.63785 4.69536  0.00
C -9.45693 -13.76059 5.17332  -0.05
C -8.66991 -15.26034 3.26298  -0.04
C -5.89630 -11.26841 3.25307  -0.05
H -5.66850 -12.63628 0.96806  0.08
H -6.88456 -13.91330 1.28483  0.06
H -5.29947 -13.79940 2.11831  0.08
H -8.26553 -10.66114 2.53068  0.12
H -7.50980 -11.03117 1.09383  0.12
H -8.82149 -13.12691 0.83848  0.10
H -9.86276 -11.66442 1.05472  0.11
H -10.44695 -13.67149 2.44199  0.10
H -10.20926 -12.24906 3.43135  0.10
H -10.50008 -14.03598 5.01805  0.08
H -8.92975 -14.48625 5.79267  0.08
H -9.41545 -12.76022 5.60419  0.08
H -7.93855 -15.78935 3.87402  0.08
H -9.59537 -15.80183 3.45895  0.09
H -8.30621 -15.34346 2.23882  0.07
H -4.97455 -11.82172 3.43286  0.08
H -6.18638 -10.76562 4.17565  0.09
H -5.63504 -10.50591 2.51929  0.09
H -6.46395 -13.03951 5.44576  0.11

Summary:
* orbital gap: 0.301 Ha
* strongest force on any atom: 5.24 eV/A
* charge: 0



> What is the formula in the fourth record?

C4H15NO2